DFT (the ωB97M-V functional and the def2-TZVPD basis) results for 3 unconnected molecules or ions with the total composition C32H48F23IN4O9PS2.

Computed properties:
* orbital gap: 4.48 eV
* multiplicity: 1
* total charge: +1

Geometry (Å):
C -2.930 0.985 5.971
C -1.965 1.197 4.658
O -1.454 -0.070 4.075
C -0.007 0.058 3.829
C 0.344 1.083 2.560
O 1.305 0.392 1.638
C 0.975 0.760 0.301
C 1.852 0.478 -1.014
P 1.534 -1.410 -1.192
C -0.189 -2.040 -1.545
C 1.977 -2.486 0.274
C 3.526 0.711 -0.882
C 4.344 -0.573 -1.575
C 4.118 0.637 0.658
C 5.739 0.922 0.811
F 4.029 -0.629 1.391
N 3.948 2.055 -1.260
C 5.081 2.597 -1.900
C 6.484 1.945 -2.320
N 6.482 1.089 -3.603
C 2.935 3.156 -1.073
C 2.650 3.742 0.393
C 4.088 4.297 1.056
O 4.710 3.716 2.083
I 5.067 6.153 0.294
C 1.650 2.821 -2.074
S 0.467 4.220 -2.018
O 1.389 5.511 -2.205
O -0.427 4.436 -3.313
C -0.600 4.686 -0.626
F -0.459 4.091 0.697
F -2.056 4.507 -1.009
C -0.600 6.344 -0.347
F -1.733 6.526 0.639
F -1.020 7.122 -1.547
F 0.601 6.840 0.337
N 1.246 1.335 -2.174
C -0.185 1.180 -2.488
C -1.489 1.504 -1.622
N -2.410 0.296 -1.320
S 1.915 0.789 -3.746
O 1.314 1.539 -5.006
O 1.692 -0.663 -4.158
F 3.544 1.135 -4.054
H -3.497 1.988 6.236
H -2.289 0.652 6.901
H -3.708 0.119 5.752
H -2.618 1.729 3.826
H -1.082 1.933 4.933
H 0.430 -1.016 3.603
H 0.484 0.413 4.840
H 0.811 2.043 3.054
H -0.673 1.357 2.033
H -0.047 0.142 0.163
H 0.631 1.873 0.303
H -0.647 -1.905 -2.607
H -0.897 -1.706 -0.652
H -0.155 -3.233 -1.420
H 3.126 -2.789 0.403
H 1.635 -2.139 1.344
H 1.459 -3.559 0.150
H 3.949 -0.892 -2.620
H 4.313 -1.562 -0.910
H 5.497 -0.416 -1.672
H 3.645 1.437 1.398
H 6.061 2.030 0.630
H 6.418 0.179 0.205
H 5.990 0.705 1.959
H 5.455 3.541 -1.254
H 4.735 3.105 -2.933
H 7.221 2.845 -2.601
H 7.072 1.311 -1.540
H 7.410 0.601 -3.597
H 6.428 1.744 -4.440
H 3.430 4.128 -1.582
H 2.205 3.051 1.211
H 1.992 4.717 0.364
H 2.164 3.056 -3.144
H -0.420 1.927 -3.403
H -0.457 0.169 -3.070
H -1.338 2.004 -0.556
H -2.288 2.241 -2.132
H -2.608 -0.161 -2.242
H -3.337 0.653 -0.983
C 0.503 -4.146 -5.291
C 1.037 -4.603 -3.925
C 1.967 -5.809 -3.964
F 1.380 -6.905 -4.494
F 2.355 -6.160 -2.709
F -0.012 -4.809 -3.085
F 1.735 -3.551 -3.392
O -0.795 -4.628 -5.660
C -0.820 -5.938 -6.222
C -1.534 -6.962 -5.325
F -0.991 -7.009 -4.081
F -1.434 -8.218 -5.839
F 0.439 -6.306 -6.542
F -1.488 -5.825 -7.401
H 0.376 -3.059 -5.226
H 1.234 -4.287 -6.095
H 2.873 -5.595 -4.537
H -2.591 -6.719 -5.219
C -8.090 -0.674 7.124
C -6.735 -0.242 6.544
C -6.774 0.241 5.100
F -7.234 -0.700 4.246
F -5.526 0.564 4.666
F -5.839 -1.251 6.709
F -6.275 0.790 7.320
O -8.379 -2.077 7.087
C -8.891 -2.560 5.846
C -7.924 -3.516 5.130
F -6.706 -2.948 4.932
F -8.395 -3.860 3.901
F -9.256 -1.509 5.080
F -10.040 -3.220 6.148
H -8.059 -0.436 8.194
H -8.922 -0.076 6.736
H -7.397 1.134 4.994
H -7.777 -4.429 5.707

These are the Löwdin partial charges, in e, on atoms 1 to 4: C -0.096; C -0.251; O -0.212; C -0.153

***

DFT (the ωB97M-V functional and the def2-TZVPD basis) results for a molecular structure, C32H48GdP2.

Computed properties:
* orbital gap (alpha / beta): 4.22 / 4.29 eV
* multiplicity: 8
* total charge: +1
* relative energy (zero: lowest compared OMol25 entry of this formula, charge and spin): 895.63 kJ/mol

Geometry (Å):
Gd 0.549 -0.907 -2.192
C -0.428 -2.949 2.190
C 0.919 -3.135 1.785
C 0.895 -1.458 3.345
C -0.437 -1.928 3.181
C 1.737 -2.198 2.468
C -1.617 -3.655 1.677
H -1.399 -4.160 0.734
H -2.456 -2.964 1.526
H -1.955 -4.425 2.384
C -1.632 -1.340 3.806
H -2.512 -1.972 3.642
H -1.831 -0.342 3.384
H -1.511 -1.217 4.891
C 1.319 -0.342 4.224
H 0.837 -0.408 5.209
H 1.038 0.635 3.792
H 2.410 -0.380 4.361
C 3.182 -1.955 2.263
H 3.783 -2.362 3.079
H 3.382 -0.882 2.206
H 3.535 -2.416 1.345
C 1.396 -4.106 0.786
H 1.766 -5.040 1.246
H 2.234 -3.699 0.195
H 0.599 -4.405 0.088
C -1.407 0.381 -4.703
C -1.496 -0.947 -4.449
C -0.807 -2.094 -5.175
C 0.722 -1.939 -5.363
C 1.359 -1.232 -4.202
C 1.327 0.172 -3.910
C 0.984 1.277 -4.876
C -0.421 1.121 -5.519
H -1.279 -2.225 -6.167
H 0.975 -1.462 -6.317
H -1.009 -3.021 -4.603
H -0.306 0.668 -6.522
H -2.287 1.011 -4.487
H -2.449 -1.228 -3.931
H -0.814 2.125 -5.744
H 1.028 2.236 -4.334
H 2.196 0.483 -3.280
H 1.767 1.338 -5.660
H 1.178 -2.937 -5.441
H 2.209 -1.781 -3.734
P -1.722 0.562 -0.544
P 1.917 1.212 -0.063
C -0.673 1.623 -1.650
C 0.688 2.175 -1.122
H -1.358 2.491 -1.750
H -0.558 1.217 -2.689
H 1.262 2.608 -1.962
H 0.443 3.012 -0.447
C 2.340 2.624 1.075
H 3.316 2.443 1.540
H 1.577 2.771 1.849
H 2.418 3.553 0.511
C 3.394 1.299 -1.152
H 3.439 2.238 -1.711
H 3.439 0.483 -1.892
H 4.316 1.216 -0.555
C -3.388 0.923 -1.062
H -4.057 0.230 -0.533
H -3.543 0.848 -2.149
H -3.547 1.950 -0.700
C -1.695 -1.280 -0.930
H -1.002 -1.770 -0.237
H -1.516 -1.650 -2.003
H -2.692 -1.732 -0.769
C -1.271 0.933 1.087
C -0.898 1.587 2.094
C -1.050 2.275 3.392
C -2.339 2.259 3.959
C -2.706 2.983 5.100
C -1.734 3.763 5.729
C -0.427 3.777 5.255
C -0.078 3.023 4.126
H -3.090 1.680 3.428
H -3.739 2.951 5.460
H -2.013 4.369 6.588
H 0.323 4.404 5.759
H 0.951 3.013 3.772

These are the Löwdin partial charges, in e, on atoms 1 to 4: Gd 1.120; C -0.226; C -0.198; C -0.210

***

In order of appearance, total energy = -159879.897 -73356.333 eV.